# 1
{"formula": "CHCl3O", "method": "ωB97M-V/def2-TZVPD", "symbols": ["Cl", "Cl", "Cl", "O", "C", "H"], "xyz": [[-2.234, 0.826, -0.405], [1.101, -1.564, -0.713], [-0.139, -0.341, 1.664], [-0.847, 0.522, -1.148], [0.765, -0.196, 0.255], [1.354, 0.754, 0.346]], "mol_weight_g_mol": 135.38, "multiplicity": 3, "max_force_ev_per_a": 2.19, "total_charge": 0}

# 2
{"formula": "CHClF2O3S", "method": "ωB97M-V/def2-TZVPD", "symbols": ["Cl", "S", "F", "F", "O", "O", "O", "C", "H"], "xyz": [[-3.440, 0.282, -0.708], [-1.245, -1.528, 0.457], [0.297, 0.418, 1.486], [-0.971, 1.010, -0.203], [-2.653, -0.903, 0.511], [-1.027, -2.123, -0.876], [-4.781, 0.686, -0.276], [-0.082, 0.080, 0.255], [0.877, -0.121, -0.314]], "mol_weight_g_mol": 166.53, "max_force_ev_per_a": 3.10, "de_lowest_kj_mol": 326.25, "total_charge": 0}

# 3
{"formula": "CHClF2OS", "method": "ωB97M-V/def2-TZVPD", "symbols": ["Cl", "S", "F", "F", "O", "C", "H"], "xyz": [[0.941, -1.660, -0.477], [-2.141, -0.950, 0.831], [2.389, 0.438, -0.091], [0.385, 0.533, 0.642], [-2.056, -0.511, -0.589], [1.151, 0.041, -0.379], [1.071, 0.665, -1.254]], "mol_weight_g_mol": 134.53, "max_force_ev_per_a": 2.37, "de_lowest_kj_mol": 97.95, "smiles": "FC(F)Cl.O=S", "total_charge": 0}

no.,electronic energy (eV)
1,-40662.29275
2,-35981.55397
3,-31891.00555